{"formula": "C21H63Cl2NO13P", "method": "wB97M-V/def2-TZVPD", "spin_multiplicity": 1, "de_lowest_kj_mol": 0.00, "fmax_ev_per_a": 5.794, "e_homo_ev": -11.4534, "total_charge": 1, "elements": ["C", "C", "O", "N", "C", "C", "O", "P", "C", "C", "C", "Cl", "C", "C", "C", "Cl", "H", "H", "H", "H", "H", "H", "H", "H", "H", "H", "H", "H", "H", "H", "H", "H", "H", "H", "H", "C", "O", "H", "H", "H", "H", "C", "O", "H", "H", "H", "H", "C", "O", "H", "H", "H", "H", "C", "O", "H", "H", "H", "H", "C", "O", "H", "H", "H", "H", "C", "O", "H", "H", "H", "H", "C", "O", "H", "H", "H", "H", "C", "O", "H", "H", "H", "H", "C", "O", "H", "H", "H", "H", "C", "O", "H", "H", "H", "H", "C", "O", "H", "H", "H", "H"], "positions_angstrom": [[1.86271, 0.91278, 1.72054], [0.77081, 0.16800, 0.80648], [-0.44642, 0.17129, 1.20327], [1.02832, -0.48680, -0.48598], [0.04802, -1.56631, -0.79223], [-0.36483, -2.76659, 0.16879], [-0.50185, -1.51829, -1.92527], [2.70012, -0.99101, -0.68744], [3.67411, 0.49921, -1.32101], [4.19000, 0.31714, -2.85488], [2.96656, 0.02576, -3.87828], [1.68368, 1.36172, -3.82755], [3.46783, -1.85533, 0.80268], [3.97304, -3.35565, 0.53706], [5.20303, -3.61508, 1.54952], [2.57217, -4.46763, 1.04730], [2.87710, 1.07967, 1.20636], [1.49478, 1.91587, 2.15241], [2.02790, 0.23184, 2.64064], [0.09960, -3.76793, -0.10667], [-1.50560, -2.90648, 0.05221], [-0.19284, -2.45330, 1.25809], [2.69883, -1.94965, -1.77407], [2.92892, 1.38135, -1.36094], [4.50700, 0.83614, -0.61019], [4.94966, -0.53543, -2.90030], [4.62566, 1.32938, -3.18819], [2.50830, -1.01192, -3.73180], [3.40356, 0.07253, -4.94394], [4.36663, -1.20694, 1.12757], [2.71790, -1.80977, 1.67899], [4.28356, -3.52802, -0.54386], [5.27335, -4.70440, 1.90016], [6.20310, -3.39299, 1.01442], [5.18073, -2.94973, 2.47476], [-2.24134, -4.06769, 3.06268], [-3.08782, -3.16325, 2.36924], [-2.69710, -5.05749, 3.05235], [-1.26785, -4.11234, 2.56628], [-2.11934, -3.73627, 4.09708], [-2.66029, -2.29745, 2.39418], [-3.64547, -4.75726, -1.77328], [-3.22630, -5.14360, -0.46912], [-3.32637, -5.51769, -2.48603], [-4.73157, -4.67157, -1.79977], [-3.18898, -3.79918, -2.03757], [-3.52198, -4.45291, 0.14126], [-1.76776, 2.73318, -4.49978], [-1.27807, 3.57271, -3.46115], [-2.40709, 3.32115, -5.15810], [-0.92895, 2.33295, -5.07431], [-2.34936, 1.91560, -4.06676], [-0.71714, 3.02714, -2.89524], [-6.89046, -3.70958, -3.66328], [-5.48118, -3.86788, -3.78786], [-7.17939, -3.92342, -2.63410], [-7.16591, -2.68568, -3.91014], [-7.40000, -4.40607, -4.33451], [-5.25273, -3.67286, -4.70555], [3.75310, -3.35823, 5.18104], [3.05872, -2.60076, 4.19677], [4.82544, -3.23129, 5.03108], [3.48358, -3.00234, 6.17774], [3.49707, -4.41563, 5.08081], [2.11445, -2.73029, 4.35210], [-1.11464, 0.43785, 4.85764], [-0.37319, 1.41840, 4.14472], [-0.68351, 0.32516, 5.85225], [-2.15507, 0.75695, 4.94896], [-1.06274, -0.51849, 4.32989], [-0.77248, 1.50030, 3.26647], [-6.74920, -0.97068, -1.06596], [-6.69185, -1.18774, -2.46786], [-7.74725, -0.61855, -0.80517], [-6.54729, -1.90728, -0.53896], [-6.01317, -0.21517, -0.77857], [-5.79962, -1.49873, -2.67183], [0.10033, 1.67677, -7.73348], [0.99605, 0.58801, -7.55999], [0.06092, 1.93408, -8.79178], [-0.89840, 1.39072, -7.39389], [0.45441, 2.54063, -7.16460], [1.01282, 0.37975, -6.61594], [0.00290, 5.06411, 3.85613], [-0.66203, 4.14215, 4.70585], [-0.18076, 6.07511, 4.21932], [1.07837, 4.86602, 3.86862], [-0.38344, 4.97053, 2.83661], [-0.48222, 3.25356, 4.36142], [1.21432, 8.71133, 5.24028], [2.11331, 7.62805, 5.43032], [1.18485, 8.96183, 4.17968], [0.21327, 8.42280, 5.57126], [1.55803, 9.58015, 5.80706], [2.12064, 7.42689, 6.37437], [1.74633, 5.02377, -1.40819], [0.81558, 5.98420, -1.87554], [2.44354, 5.51122, -0.72616], [1.21634, 4.22677, -0.87639], [2.29969, 4.60572, -2.25451], [0.20980, 5.52839, -2.47677]], "forces_ev_per_a": [[0.4, -0.6, -0.1], [-4.3, 1.2, 2.0], [5.0, -0.3, -1.8], [1.8, -0.8, 2.3], [-3.7, -1.6, -4.2], [-0.7, 1.1, 0.6], [2.7, 0.2, 4.3], [0.2, 0.5, -0.3], [-0.3, 1.1, -0.7], [-1.1, 0.3, 0.1], [1.4, -0.2, -0.5], [1.0, -1.2, 0.2], [0.4, 0.4, 0.5], [0.5, 0.6, 1.6], [0.9, -0.2, -0.4], [1.1, 0.7, -0.8], [-1.5, -0.3, 0.7], [0.2, -1.7, -1.0], [-0.3, 1.0, -1.5], [-0.3, 1.6, 0.3], [1.9, 0.3, 0.0], [0.0, -0.8, -1.5], [-0.3, 0.7, 0.9], [0.9, -1.5, 0.2], [-1.1, -0.9, -1.0], [-1.0, 1.3, -0.2], [-0.4, -1.7, 0.7], [0.3, 1.7, -0.2], [-0.8, -0.1, 1.7], [-1.3, -0.9, -0.6], [1.2, -0.3, -1.4], [-0.7, 0.0, 1.5], [-0.4, 1.6, -0.7], [-1.6, -0.3, 0.7], [-0.4, -0.9, -1.3], [0.1, 0.2, 0.1], [0.0, 0.2, -0.3], [0.0, 0.1, -0.1], [0.1, -0.2, 0.1], [0.1, -0.2, 0.1], [-0.3, -0.1, 0.0], [-0.2, 0.1, 0.4], [0.3, 0.1, 0.4], [0.0, 0.0, 0.1], [0.2, 0.0, -0.2], [-0.1, 0.0, -0.3], [0.0, -0.3, 0.0], [0.1, -0.1, 0.1], [0.3, 0.2, 0.2], [0.1, 0.0, 0.1], [-0.2, -0.1, -0.1], [-0.1, -0.1, -0.2], [-0.2, 0.1, -0.1], [-0.3, -0.2, -0.6], [0.3, 0.2, -0.2], [0.1, 0.0, -0.1], [-0.3, -0.3, 0.1], [-0.1, 0.0, 0.1], [0.0, -0.1, 0.2], [-0.2, -0.1, 0.2], [-0.3, 0.3, -0.4], [-0.1, 0.1, 0.0], [0.2, -0.1, 0.0], [0.1, 0.0, 0.1], [0.2, 0.0, 0.0], [-0.2, 0.1, 0.0], [0.2, 0.0, -0.5], [0.0, 0.1, -0.1], [0.0, -0.2, 0.1], [-0.1, -0.1, 0.1], [0.1, -0.2, 0.1], [0.2, 0.0, -0.2], [0.2, 0.4, 0.1], [0.1, 0.0, -0.1], [0.0, 0.1, 0.2], [-0.1, 0.0, 0.2], [-0.2, 0.0, 0.0], [0.0, -0.1, 0.2], [0.2, -0.2, 0.2], [0.1, -0.1, 0.1], [-0.1, 0.2, -0.1], [-0.2, 0.1, -0.1], [0.0, 0.0, -0.3], [-0.1, -0.4, 0.1], [0.0, 0.0, -0.1], [0.1, -0.1, 0.0], [0.1, 0.3, -0.1], [0.1, 0.2, -0.1], [-0.1, 0.2, 0.5], [0.0, -0.1, 0.3], [0.1, -0.2, 0.1], [0.1, -0.1, 0.1], [-0.1, 0.2, -0.1], [-0.2, 0.1, -0.1], [0.1, 0.0, -0.2], [-0.3, 0.1, -0.3], [0.0, -0.1, 0.0], [-0.1, 0.0, -0.1], [0.2, -0.2, 0.1], [0.2, -0.2, 0.1], [0.0, 0.2, 0.1]]}